(1)
A molecular structure, C16H24F5N4STe4Y. Source: the Open Molecules 2025 dataset; level of theory: the ωB97M-V functional and the def2-TZVPD basis.

Structure (XYZ):
```
55
C16H24F5N4STe4Y, DFT the ωB97M-V functional and the def2-TZVPD basis
H 1.8497 -2.6885 0.4760
N -2.9229 1.0441 -0.0612
C 0.1661 -2.1406 1.7065
N -1.1045 -0.0010 1.9140
Te -0.4492 3.5227 2.0378
Te -2.6602 4.5404 0.8288
H -2.6737 -1.3110 1.4392
C -2.0924 -1.1368 -2.6381
C -0.2715 -0.9916 2.6049
C 0.3390 -1.0481 -2.7460
C 5.2694 0.6138 1.4862
C -2.5237 -0.3583 1.9494
H -1.7981 -2.1546 -2.9107
H -3.5559 0.7795 -2.0053
C -3.5616 0.1980 -1.0806
C 5.6099 0.8855 0.1696
H -0.8069 -1.3844 3.4784
H -0.6787 -2.4982 1.1089
S 2.0945 1.9523 -1.5228
C 3.9508 0.7465 1.8802
H -3.2071 1.6561 1.9010
C 0.6316 -1.8537 -1.4982
H 1.7682 -0.4449 -0.6670
C -2.8548 -1.1387 -1.3253
H 0.6167 -0.4805 2.9829
H -4.4121 0.4917 1.3446
Te -1.5288 5.3540 -1.4773
H -0.9452 0.3922 -3.3328
H -3.5793 -1.9562 -1.3214
H 0.4712 -2.9782 2.3382
H -0.2263 -2.4779 -1.2330
C 3.2997 1.4350 -0.3778
H -3.2224 2.0029 -0.2513
N -0.8929 -0.2743 -2.5721
H -4.6106 0.0326 -0.8105
C 4.6434 1.2825 -0.7365
H -2.1401 -1.3342 -0.5233
N 0.9511 -0.9740 -0.3683
F 5.0205 1.5218 -1.9918
F 1.7230 1.2592 1.3869
H 2.0616 -1.2127 1.3933
F 6.8784 0.7519 -0.2179
C -3.3471 0.7453 1.3131
H -2.8649 -0.4976 2.9836
F 3.5864 0.4713 3.1367
H -1.0204 0.8809 2.4240
C 1.3367 -1.7760 0.8050
C 3.0107 1.1473 0.9531
F 6.1985 0.2201 2.3578
H 0.2642 -1.7275 -3.6042
H 1.1602 -0.3535 -2.9321
H 1.4671 -2.5364 -1.6997
H -2.7518 -0.7792 -3.4330
Y -0.3907 1.5931 -0.2912
Te -1.2749 2.9880 -2.7704
```

Summary:
Frontier orbital gap ... 6.77 eV
Total charge ... 0
Energy above the lowest of the compared OMol25 structures with the same formula, charge and spin ... 0.00 kcal per mole

(2)
2 unconnected molecules or ions with the total composition C4H8OS. Source: the Open Molecules 2025 dataset; level of theory: the ωB97M-V functional and the def2-TZVPD basis.

Structure (XYZ):
```
14
C4H8OS, DFT the ωB97M-V functional and the def2-TZVPD basis
H 2.2515 -2.2191 0.2991
H -1.3407 -0.1138 -1.2209
H -1.5564 1.9799 0.4462
H -0.9223 -0.9627 0.2520
H 0.6563 1.1436 1.5241
H 3.1955 0.5109 1.1539
H 3.6776 -1.4616 -0.4347
C -1.5927 0.9442 0.6822
S 1.1556 -0.2415 2.1274
C 2.7793 -1.2812 0.1453
H -1.5528 0.6233 1.6478
O 0.3341 -1.3803 1.8039
C -1.2699 -0.0298 -0.1445
C 2.4655 -0.2848 0.9447
```

Summary:
Frontier orbital gap ... 9.58 eV
Total charge ... 0
Energy above the lowest of the compared OMol25 structures with the same formula, charge and spin ... 98.80 kcal per mole

(3)
10 unconnected molecules or ions with the total composition C19H51N24O10P. Source: the Open Molecules 2025 dataset; level of theory: the ωB97M-V functional and the def2-TZVPD basis.

Structure (XYZ):
```
105
C19H51N24O10P, DFT the ωB97M-V functional and the def2-TZVPD basis
C -1.6035 1.5653 -2.0291
C 3.3873 -3.2509 1.1349
N -1.9985 -3.0809 -1.2798
H 5.2283 -3.4138 1.9747
N -1.4675 4.3129 2.4786
H -7.0854 7.4969 0.6370
H -5.7509 -0.4962 -5.9360
H 1.5135 -3.2352 2.1455
H 3.0438 -1.8187 2.5815
H 4.5215 -3.6239 -0.4601
N -5.3282 0.4082 -6.0129
H -4.8192 4.3069 -5.5969
H -1.2733 6.7553 -0.2550
H -1.5852 6.7008 -2.5865
N 3.2214 1.7234 -2.4195
O 3.3092 -0.0203 -0.9740
O -2.0780 5.6957 -4.8438
N 3.6502 -3.1351 -0.3011
N 2.8424 -7.1164 1.2603
C 5.9004 -6.5868 7.3539
H -8.7454 7.0266 0.5153
C -0.0193 -3.5083 0.0673
C 1.3946 -5.3854 -0.4912
N -7.7744 6.7821 0.4964
C -0.7113 8.3033 -1.5608
N -1.8422 2.7042 -2.7384
O -1.7202 0.4404 -2.5236
N -4.1345 6.6605 -4.9487
O -4.0098 2.0484 -5.1718
H 4.1586 -4.4792 2.5904
H 3.7581 -6.8994 1.6397
N 4.4657 -4.0411 1.7325
C 2.0159 -3.9217 1.4816
N -1.2145 7.6319 -2.6361
O 6.6164 -3.1551 3.5674
H 2.1866 -4.8387 2.0409
C -4.5149 0.9396 -5.0470
C -3.2747 5.5969 -5.0550
H 5.2748 -7.3577 9.1257
N -8.2942 4.5682 0.0890
H -3.2221 3.6174 -5.5194
H -1.2466 -5.1676 -2.6273
N -0.7959 7.6375 -0.3675
H 5.7806 -8.5692 7.9996
O -6.1360 5.2358 0.2605
N -4.3158 0.1702 -3.9527
C -0.5774 -4.9239 -1.8182
N 3.4503 -1.8797 1.6581
C 6.3963 -3.5025 4.7166
O -1.6066 -0.6265 1.3166
H 6.5423 -7.9118 5.8743
O 5.7103 -5.4132 7.6491
H 3.5291 2.3448 -1.6961
N 7.3955 -3.7707 5.6142
H -3.9699 4.5028 2.7713
H 6.5863 -6.2280 5.4748
H 7.2091 -4.0634 6.5592
O -1.9834 4.6982 0.3058
C 1.1432 -4.2967 0.3258
H 3.8608 -2.1667 -0.5239
H -0.3461 8.0568 0.4225
H -2.2695 -0.8485 1.9743
H -7.9942 3.6259 -0.0752
N 6.3863 -6.9577 6.1366
N -0.2722 -2.4254 0.8642
H 4.9852 -3.9721 6.1730
O -0.1684 9.3923 -1.6636
C -1.3222 -1.7475 0.5724
H 4.3620 -3.4931 4.6215
H -1.1164 0.9094 -0.1743
H -4.3473 4.7971 1.1063
H 0.7345 -6.5544 -2.1890
H -0.4950 4.2611 2.2400
P 2.7515 -6.5556 -0.2083
C 3.0781 0.4040 -2.0943
H 2.5235 -1.3803 -2.8932
C 0.5348 -5.6946 -1.5700
H -9.2739 4.7759 0.1012
C -7.3241 5.5106 0.2821
H 3.0283 2.0893 -3.3315
H 2.4333 -7.5690 -1.1368
C -2.3564 4.5527 1.4666
H 8.3407 -3.6593 5.3004
N 5.1417 -3.6699 5.2249
H -3.6877 0.5232 -3.2452
C -2.1950 -2.0735 -0.4938
N 2.6511 -0.4081 -3.1061
C -0.8776 -3.8161 -1.0059
H -1.7442 4.1891 3.4331
H 2.4468 -0.0771 -4.0289
H -1.1641 2.6445 -0.3025
H -3.7474 7.5446 -4.6786
H -3.0547 -1.4436 -0.6633
H -5.1180 6.5890 -5.1205
N -3.6617 4.6190 1.8256
H -1.1437 8.0718 -3.5327
H -1.7720 3.6200 -2.3331
N -1.2595 1.7360 -0.7240
H -4.7309 -0.7330 -3.8320
N 5.6352 -7.6039 8.2234
H -5.4873 0.9573 -6.8360
H 3.9126 -5.9611 -0.7178
N -3.8400 4.4139 -5.4179
H -2.1243 2.6135 -3.7023
H 2.9547 -1.2430 1.0421
```

Summary:
Frontier orbital gap ... 8.10 eV
Total charge ... 0